Below is an isolated molecule of C4H6N2O, with properties calculated with ωB97M-V/def2-TZVPD.

Computed properties:
Structure (SMILES) ... [H]/N=C(\O)N=C=CC
E ... -340.72337 Eh
2S+1 ... 1
HOMO energy ... -9.202 eV
Energy relative to the best compared isomer or geometry (same formula, charge and spin) ... 1.947 eV
HOMO-LUMO gap ... 9.85 eV
Largest force on an atom ... 0.515 eV/A

Last column: natural (NBO) charge in e.
CARTESIAN COORDINATES (ANGSTROEM)
O  -3.104  0.666  -0.779  -0.67
N  -1.994  -0.385  0.961  -0.71
N  -0.839  0.440  -0.942  -0.55
C  2.426  0.068  0.560  -0.61
C  1.410  -0.577  -0.348  -0.38
C  -2.004  0.191  -0.161  0.66
C  0.237  -0.071  -0.612  0.49
H  -2.819  1.075  -1.609  0.50
H  2.104  1.064  0.873  0.22
H  -2.943  -0.439  1.330  0.36
H  1.632  -1.546  -0.790  0.25
H  2.580  -0.538  1.459  0.22
H  3.390  0.164  0.049  0.22